{"formula": "C3H5N3O", "method": "ωB97M-V with the def2-TZVPD basis set", "species": ["C", "C", "C", "H", "H", "H", "H", "H", "N", "N", "N", "O"], "positions_angstrom": [[1.826, -0.091, -0.119], [1.088, 1.093, -0.040], [-0.369, 0.827, 0.144], [-1.772, -0.538, -0.968], [-2.291, -0.808, 0.375], [0.943, -2.244, 0.071], [2.964, -0.067, -0.603], [1.752, 2.011, 0.113], [-1.467, -1.264, -0.299], [-0.335, -0.649, 0.571], [0.921, -1.100, -0.015], [-1.337, 1.471, -0.086]], "mulliken_charge": [-0.015, -0.554, 0.563, 0.285, 0.328, 0.347, 0.293, 0.281, -0.619, -0.138, -0.220, -0.550], "smiles": "Nn1[nH]ccc1=O", "lumo_ev": 0.68, "relative_energy_kj_mol": 505.1, "orbital_gap_ev": 9.13}

=====

{"formula": "C31H52AsBrNOPRuSeSi4", "method": "ωB97M-V with the def2-TZVPD basis set", "species": ["Ru", "O", "N", "C", "C", "C", "C", "C", "C", "C", "P", "C", "C", "C", "C", "C", "C", "C", "C", "C", "C", "C", "C", "H", "H", "H", "H", "H", "H", "H", "H", "H", "H", "H", "H", "H", "H", "H", "H", "C", "Si", "C", "C", "As", "Si", "C", "C", "C", "H", "H", "H", "H", "H", "H", "H", "H", "H", "H", "H", "H", "H", "H", "H", "H", "H", "H", "Br", "C", "Si", "C", "C", "H", "H", "H", "H", "H", "H", "H", "H", "H", "C", "Si", "C", "C", "Se", "H", "H", "H", "H", "H", "H", "H", "H", "H"], "positions_angstrom": [[0.154, 0.014, 0.275], [-0.887, 0.255, 3.031], [0.302, 0.146, 2.313], [1.257, -0.057, 3.133], [2.716, 0.027, 2.930], [3.427, 0.027, 4.138], [4.798, 0.197, 4.170], [5.490, 0.384, 2.982], [4.800, 0.373, 1.783], [3.419, 0.180, 1.730], [2.582, 0.049, 0.106], [3.396, -1.456, -0.567], [3.195, -1.779, -1.911], [3.763, -2.920, -2.457], [4.521, -3.774, -1.668], [4.686, -3.487, -0.323], [4.125, -2.340, 0.223], [3.432, 1.416, -0.779], [3.313, 2.690, -0.219], [3.927, 3.786, -0.800], [4.669, 3.631, -1.964], [4.796, 2.373, -2.529], [4.188, 1.271, -1.937], [-1.557, 0.254, 2.328], [0.962, -0.178, 4.171], [2.883, -0.093, 5.066], [5.319, 0.194, 5.118], [6.563, 0.530, 2.987], [5.341, 0.504, 0.854], [2.564, -1.148, -2.523], [3.591, -3.150, -3.501], [4.960, -4.667, -2.094], [5.241, -4.165, 0.315], [4.249, -2.154, 1.281], [2.731, 2.822, 0.685], [3.817, 4.765, -0.350], [5.143, 4.488, -2.426], [5.372, 2.237, -3.436], [4.314, 0.297, -2.388], [0.988, 3.225, 3.335], [0.126, 3.928, 1.822], [1.214, 5.347, 1.218], [-1.498, 4.641, 2.442], [-0.172, 2.343, 0.137], [-0.765, 3.661, -1.702], [0.787, 4.122, -2.651], [-1.968, 2.868, -2.889], [-1.632, 5.235, -1.131], [1.125, 4.026, 4.068], [1.970, 2.806, 3.099], [0.384, 2.441, 3.794], [1.046, 6.234, 1.837], [1.027, 5.617, 0.179], [2.268, 5.072, 1.299], [-1.314, 5.326, 3.276], [-2.156, 3.842, 2.790], [-2.026, 5.187, 1.660], [1.362, 3.218, -2.868], [1.435, 4.793, -2.082], [0.528, 4.608, -3.598], [-1.584, 1.927, -3.281], [-2.140, 3.564, -3.717], [-2.927, 2.668, -2.405], [-1.009, 5.893, -0.525], [-2.525, 4.990, -0.551], [-1.948, 5.791, -2.019], [0.181, -0.077, -2.296], [-3.077, -0.451, -1.540], [-2.303, -0.254, 0.166], [-3.348, 1.174, 0.928], [-3.009, -1.741, 1.127], [-4.157, -0.599, -1.415], [-2.658, -1.307, -2.064], [-2.916, 0.421, -2.172], [-4.343, 0.801, 1.195], [-3.468, 1.962, 0.178], [-2.922, 1.665, 1.808], [-4.097, -1.642, 1.218], [-2.580, -1.862, 2.125], [-2.790, -2.662, 0.590], [1.241, -5.050, -1.136], [-0.249, -4.083, -0.529], [-1.221, -3.527, -2.032], [-1.303, -5.270, 0.480], [0.428, -2.423, 0.799], [0.927, -5.928, -1.711], [1.853, -5.387, -0.296], [1.866, -4.419, -1.769], [-1.478, -4.374, -2.677], [-0.634, -2.809, -2.611], [-2.146, -3.035, -1.736], [-1.577, -6.152, -0.109], [-2.215, -4.778, 0.818], [-0.756, -5.603, 1.366]], "mulliken_spin": [0.347, 0.002, -0.038, 0.002, -0.007, -0.007, 0.002, -0.002, 0.002, 0.012, 0.010, -0.006, -0.001, 0.001, 0.001, -0.001, 0.001, -0.013, 0.047, 0.019, -0.001, 0.005, -0.006, -0.006, 0.001, 0.000, 0.000, 0.000, 0.001, -0.001, 0.000, 0.000, 0.000, 0.001, -0.028, 0.000, 0.000, 0.000, 0.001, -0.004, 0.035, 0.019, 0.034, 0.483, -0.014, 0.040, 0.012, 0.011, 0.000, 0.002, 0.001, -0.001, 0.000, 0.001, 0.000, -0.004, -0.003, -0.006, -0.003, 0.001, 0.001, 0.000, 0.001, -0.001, 0.000, 0.000, 0.006, 0.002, 0.029, -0.004, -0.001, -0.001, 0.000, 0.000, 0.003, 0.003, 0.002, 0.000, -0.001, 0.001, 0.001, 0.002, 0.000, 0.000, 0.016, 0.000, 0.000, -0.001, 0.000, 0.000, 0.000, 0.000, 0.000, 0.001], "lumo_ev": [2.36, 1.99], "s_squared": 0.76, "total_charge": -1, "relative_energy_kj_mol": 41.6, "multiplicity": 2, "orbital_gap_ev": [6.20, 5.70]}

=====

{"formula": "C12H9Br2NO2", "method": "ωB97M-V with the def2-TZVPD basis set", "species": ["C", "C", "Br", "C", "Br", "C", "C", "C", "C", "C", "C", "C", "C", "O", "N", "C", "O", "H", "H", "H", "H", "H", "H", "H", "H", "H"], "positions_angstrom": [[2.897, -0.705, 0.304], [2.748, 0.026, -0.997], [4.410, 0.311, -1.935], [1.614, 0.489, -1.511], [1.552, 1.410, -3.190], [0.342, 0.291, -0.744], [-0.394, -0.839, -1.021], [-1.531, -1.043, -0.294], [-1.880, -0.116, 0.668], [-1.165, 1.003, 0.942], [-0.008, 1.226, 0.217], [0.842, 2.443, 0.511], [-3.167, -0.618, 1.292], [-3.986, -0.067, 1.985], [-3.282, -1.967, 0.862], [-2.531, -2.180, -0.320], [-2.650, -3.066, -1.126], [3.494, -0.073, 0.970], [3.389, -1.669, 0.162], [1.948, -0.896, 0.807], [-0.089, -1.552, -1.779], [-1.501, 1.675, 1.725], [0.259, 3.357, 0.396], [1.738, 2.466, -0.108], [1.192, 2.326, 1.543], [-4.241, -2.231, 0.643]], "mulliken_charge": [-1.369, 0.504, -0.135, -1.252, -0.069, 0.677, -0.085, 0.110, 0.547, -1.011, 1.598, -1.828, 0.045, -0.554, -0.227, -0.003, -0.551, 0.353, 0.395, 0.330, 0.566, 0.508, 0.419, 0.375, 0.367, 0.291], "smiles": "C/C(Br)=C(/Br)c1cc2c(cc1C)C(=O)NC2=O", "lumo_ev": -0.50, "orbital_gap_ev": 9.02}

=====

{"formula": "C5H5AlO5", "method": "ωB97M-V with the def2-TZVPD basis set", "species": ["O", "C", "O", "O", "C", "C", "O", "C", "C", "O", "Al", "H", "H", "H", "H", "H"], "positions_angstrom": [[1.910, 0.161, 0.453], [1.941, -0.915, -0.124], [2.529, -1.581, -0.899], [-0.141, 2.341, 1.950], [-1.133, 2.820, 1.305], [-1.670, 2.379, 0.156], [-1.013, 1.237, -0.371], [-1.849, 0.132, -0.743], [-0.921, -1.059, -0.918], [-0.026, -1.147, 0.168], [0.119, 0.534, 1.055], [-2.371, 2.892, -0.499], [-2.380, 0.363, -1.677], [-2.602, -0.045, 0.041], [-0.332, -0.905, -1.840], [-1.522, -1.975, -1.029]], "mulliken_spin": [0.001, -0.004, 0.000, -0.028, 0.792, 0.026, 0.017, 0.003, -0.001, 0.011, 0.162, 0.017, 0.001, 0.001, 0.001, 0.001], "lumo_ev": [-5.90, -6.30], "s_squared": 0.76, "total_charge": 1, "multiplicity": 2, "orbital_gap_ev": [7.63, 7.09]}

=====

{"formula": "C3H6N2OS2", "method": "ωB97M-V with the def2-TZVPD basis set", "species": ["C", "C", "C", "N", "N", "O", "S", "S", "H", "H", "H", "H", "H", "H"], "positions_angstrom": [[-1.472, -1.477, 0.016], [-0.825, -0.168, -0.388], [0.978, 1.064, 0.494], [-2.857, -1.269, 0.064], [-3.321, -0.161, -0.029], [0.124, -0.003, 0.635], [-4.868, 0.183, 0.191], [-2.140, 1.206, -0.363], [-1.098, -2.279, -0.639], [-1.121, -1.595, 1.033], [-0.222, -0.065, -1.253], [1.909, 0.827, 0.856], [0.380, 2.029, 0.761], [1.134, 1.175, -0.656]], "mulliken_charge": [-0.385, -0.026, -0.684, -0.529, 0.393, -0.355, -0.262, -0.030, 0.260, 0.288, 0.501, 0.306, 0.251, 0.272], "smiles": "CO[C@H]1CN=[N+]([S-])S1", "lumo_ev": 0.03, "relative_energy_kj_mol": 463.5, "orbital_gap_ev": 8.61}

=====

{"formula": "C55H70NO4Ru", "method": "ωB97M-V with the def2-TZVPD basis set", "species": ["Ru", "C", "O", "C", "C", "C", "C", "C", "C", "C", "C", "C", "C", "C", "C", "C", "C", "C", "C", "C", "C", "C", "C", "C", "C", "C", "C", "C", "C", "C", "C", "C", "C", "O", "C", "C", "C", "C", "C", "O", "C", "C", "C", "C", "C", "C", "O", "C", "C", "C", "C", "H", "H", "H", "H", "H", "H", "H", "H", "H", "H", "H", "H", "H", "H", "H", "H", "H", "H", "H", "H", "H", "H", "H", "H", "H", "H", "H", "H", "H", "H", "H", "H", "H", "H", "H", "H", "H", "H", "H", "H", "H", "H", "H", "H", "H", "H", "H", "H", "H", "H", "H", "H", "H", "H", "H", "H", "H", "H", "C", "N", "C", "C", "C", "C", "C", "C", "C", "C", "H", "H", "H", "H", "H", "H", "H", "H", "H", "H", "H", "H"], "positions_angstrom": [[0.746, 0.944, -1.121], [-2.356, 2.954, -2.105], [-1.594, 1.905, -1.514], [-2.208, 1.355, -0.375], [-2.931, 0.175, -0.497], [-3.057, -0.545, -1.826], [-2.186, -1.773, -2.064], [-2.651, -2.795, -2.870], [-1.881, -3.916, -3.188], [-0.622, -4.003, -2.604], [-0.102, -3.001, -1.797], [1.338, -3.115, -1.314], [1.698, -2.495, 0.022], [1.451, -3.169, 1.207], [1.832, -2.657, 2.447], [2.368, -1.377, 2.478], [2.622, -0.654, 1.317], [3.224, 0.735, 1.391], [2.315, 1.873, 1.845], [2.858, 2.992, 2.447], [2.123, 4.156, 2.682], [0.798, 4.170, 2.253], [0.200, 3.069, 1.659], [-1.168, 3.223, 1.001], [-2.029, 1.982, 0.859], [-2.727, 1.483, 1.946], [-3.570, 0.377, 1.843], [-3.612, -0.289, 0.624], [-4.457, -0.002, 3.026], [-5.344, 1.207, 3.375], [-5.379, -1.180, 2.699], [-3.604, -0.371, 4.246], [0.943, 1.877, 1.475], [0.381, 0.807, 0.960], [2.807, 5.376, 3.293], [1.843, 6.548, 3.487], [3.392, 5.008, 4.665], [3.937, 5.835, 2.357], [2.358, -1.269, 0.096], [2.724, -0.620, -1.097], [4.041, -0.923, -1.549], [1.714, -3.528, 3.694], [0.250, -3.917, 3.938], [2.246, -2.827, 4.946], [2.548, -4.802, 3.477], [-0.855, -1.825, -1.574], [-0.356, -0.822, -0.912], [-2.415, -4.957, -4.168], [-3.738, -5.538, -3.647], [-2.654, -4.282, -5.529], [-1.438, -6.114, -4.387], [-2.889, 3.525, -1.345], [-3.082, 2.546, -2.813], [-1.663, 3.611, -2.631], [-2.841, 0.174, -2.621], [-4.097, -0.855, -1.945], [-3.657, -2.709, -3.269], [-0.002, -4.874, -2.788], [1.967, -2.655, -2.081], [1.591, -4.176, -1.278], [0.953, -4.130, 1.146], [2.607, -0.900, 3.421], [3.580, 1.010, 0.393], [4.097, 0.711, 2.047], [3.909, 2.960, 2.721], [0.203, 5.069, 2.356], [-0.975, 3.628, 0.003], [-1.731, 3.980, 1.550], [-2.602, 1.983, 2.900], [-4.186, -1.201, 0.518], [-5.943, 1.503, 2.511], [-4.745, 2.064, 3.680], [-6.018, 0.952, 4.195], [-5.995, -0.965, 1.824], [-6.045, -1.365, 3.543], [-4.808, -2.092, 2.514], [-2.986, 0.469, 4.567], [-2.946, -1.211, 4.017], [-4.249, -0.656, 5.081], [1.011, 6.272, 4.137], [1.445, 6.900, 2.534], [2.373, 7.380, 3.954], [2.597, 4.686, 5.340], [3.895, 5.870, 5.108], [4.116, 4.196, 4.584], [3.537, 6.062, 1.366], [4.697, 5.062, 2.243], [4.419, 6.733, 2.749], [4.554, -1.567, -0.835], [4.603, 0.004, -1.672], [3.990, -1.435, -2.513], [-0.367, -3.026, 4.068], [0.169, -4.529, 4.839], [-0.153, -4.490, 3.102], [1.649, -1.947, 5.196], [3.286, -2.523, 4.817], [2.201, -3.515, 5.792], [2.189, -5.372, 2.620], [2.494, -5.442, 4.360], [3.595, -4.547, 3.301], [-4.496, -4.761, -3.538], [-3.586, -6.003, -2.672], [-4.122, -6.293, -4.337], [-3.396, -3.486, -5.454], [-3.011, -5.013, -6.260], [-1.725, -3.847, -5.903], [-1.228, -6.643, -3.456], [-0.497, -5.763, -4.815], [-1.878, -6.828, -5.086], [0.822, -1.081, -3.980], [0.723, 0.332, -3.637], [-0.532, 0.879, -4.146], [1.854, 1.081, -4.194], [1.978, 2.440, -3.556], [2.397, 3.551, -4.274], [2.609, 4.761, -3.622], [2.401, 4.854, -2.252], [1.954, 3.742, -1.545], [1.731, 2.521, -2.189], [0.788, -1.241, -5.069], [0.002, -1.637, -3.524], [1.764, -1.484, -3.606], [-0.548, 0.886, -5.247], [-0.652, 1.901, -3.792], [-1.365, 0.274, -3.786], [1.781, 1.157, -5.290], [2.768, 0.523, -3.965], [2.568, 3.476, -5.343], [2.942, 5.628, -4.179], [2.583, 5.787, -1.732], [1.804, 3.836, -0.472]], "mulliken_spin": [4.155, 0.004, 0.105, -0.023, 0.019, 0.014, -0.007, -0.015, 0.020, -0.014, 0.034, 0.001, 0.000, 0.003, -0.002, 0.013, 0.012, 0.002, 0.081, -0.011, 0.032, -0.006, 0.059, -0.002, 0.016, 0.006, 0.000, -0.004, 0.000, 0.000, 0.000, 0.000, 0.030, 0.144, -0.001, 0.001, 0.003, 0.003, -0.027, 0.124, 0.003, -0.001, 0.000, 0.000, 0.000, -0.028, 0.242, 0.002, 0.002, 0.001, 0.000, -0.001, 0.004, -0.001, 0.000, 0.001, 0.000, 0.000, 0.003, 0.001, 0.000, -0.001, 0.001, 0.000, -0.001, -0.001, -0.013, 0.000, 0.000, 0.000, 0.000, 0.000, 0.000, 0.000, 0.000, 0.000, 0.000, 0.000, 0.000, 0.000, 0.000, 0.000, 0.000, 0.000, 0.000, 0.000, 0.000, 0.000, 0.003, 0.001, 0.001, 0.000, 0.000, 0.000, 0.000, 0.000, 0.000, 0.000, 0.000, 0.000, 0.000, 0.000, 0.000, 0.000, 0.000, 0.000, 0.000, 0.000, 0.000, 0.004, -0.013, -0.004, 0.035, -0.193, -0.010, 0.032, -0.010, -0.164, 0.291, 0.006, 0.004, 0.004, 0.010, 0.002, 0.005, 0.007, -0.003, 0.000, 0.003, 0.000, 0.005], "lumo_ev": [0.55, -0.98], "s_squared": 8.77, "multiplicity": 6, "orbital_gap_ev": [7.46, 6.20]}